Below is one molecule with the formula C20H22N2O2 in a non-equilibrium geometry, with properties calculated with the ωB97M-V functional and the def2-TZVPD basis.

Geometry (Å):
O 4.1714 -0.5406 1.6139
O 0.2351 -1.0384 -0.9745
N -4.1444 0.2566 -0.9229
N 0.9847 0.9056 1.0253
C 0.9152 1.7993 -2.5206
C -3.3753 -3.7969 -0.9111
C -0.3606 2.0064 -3.0117
C -2.8620 0.7938 -0.7243
C -0.4785 -0.0620 -0.7105
C 2.5591 1.3950 -0.6752
C 1.1921 1.9855 -1.0725
C -2.3748 -2.7975 -0.7887
C 2.2523 0.9673 0.7092
C -2.7419 -1.4658 -0.8925
C -4.7431 -3.4085 -1.0212
C -4.0871 -1.0991 -0.9838
C -1.9456 -0.2289 -0.7787
C 3.8092 -0.6591 4.0912
C 3.3174 0.5877 1.7202
C -5.0997 -2.0652 -1.0410
C 0.1918 1.2411 -0.1573
C 3.2007 -0.6666 2.6307
C 2.1367 -1.7758 2.3978
C 1.0606 3.4741 -0.7308
H -6.1119 -1.7734 -1.1307
H 1.6728 1.4840 -3.2413
H -2.6257 1.8637 -0.7553
H 0.0407 3.8704 -0.9191
H 3.3090 2.2063 -0.7104
H 2.4067 -2.6835 2.9653
H -3.1071 -4.8414 -0.8595
H -0.6080 1.9149 0.1574
H 3.4089 0.1387 4.7033
H 2.1273 -2.0348 1.3092
H 3.6305 -1.6185 4.6640
H -5.4705 -4.2073 -1.0421
H 3.7695 1.4985 2.1184
H -1.2037 2.3330 -2.4041
H -1.3626 -3.0550 -0.5311
H 1.2789 3.7017 0.2901
H 1.1612 -1.4246 2.7492
H -4.9797 0.8410 -0.8738
H 1.6952 4.1062 -1.3935
H 4.8814 -0.4775 4.0435
H -0.5317 1.7837 -4.0813
H 2.8056 0.5659 -1.3291

## Properties
- Maximum force: 3.91 eV Å⁻¹
- ΔE to the lowest compared entry with this formula, charge and spin: 423.94 kJ/mol
- Structure (SMILES): C=C[C@]1(C)CC([C@@H]2OC2(C)C)=N[C@@H]1C(=O)c1c[nH]c2ccccc12
- HOMO energy: -8.33 eV
- Molecular weight: 322.4 g/mol

---

Below is one molecule with the formula C20H22N2O4, with properties calculated with the ωB97M-V functional and the def2-TZVPD basis.

Geometry (Å):
O -1.1924 -4.3003 1.1305
O -4.2912 -1.3695 2.4796
O -1.7470 2.4613 -0.8931
O 4.8392 3.3208 -4.3125
N -2.7117 -3.0291 2.4557
N 0.3161 2.6893 0.0009
C 1.7512 3.8470 -1.5844
C -0.9865 -1.9029 1.4240
C -0.8246 2.0067 -0.2484
C -1.3427 -3.2387 2.0288
C -0.8665 0.6387 0.3610
C 0.6090 3.9698 -0.6105
C 0.1844 -1.4959 0.8204
C -3.2829 -6.3222 2.3946
C 2.9246 4.5638 -1.4236
C 1.6484 2.9680 -2.6598
C -2.0972 -1.0647 1.4763
C -4.1494 -5.0776 2.5478
C -2.0573 0.2075 0.9415
C 3.8709 3.5448 -3.3826
C 3.9788 4.4250 -2.3127
C -3.4467 -3.9414 3.3039
C -3.1949 -1.7795 2.1761
C 0.2360 -0.2112 0.2966
C 6.0448 4.0393 -4.2169
C 2.6906 2.8151 -3.5458
H 1.1399 0.1192 -0.1960
H -4.1971 -3.3238 3.8061
H -2.9200 0.8543 0.9661
H 5.8771 5.1185 -4.2928
H 6.6514 3.7101 -5.0591
H -3.8070 -7.0768 1.8127
H 2.6192 2.1384 -4.3824
H -4.4570 -4.7069 1.5682
H -0.3074 4.2729 -1.1258
H -2.7632 -4.3547 4.0519
H -0.7053 -3.5037 2.8849
H 4.8741 5.0060 -2.1568
H 6.5729 3.8177 -3.2836
H 3.0243 5.2514 -0.5956
H 1.0528 2.2525 0.5313
H -1.7134 -4.1193 0.3378
H 0.7362 2.4061 -2.7979
H 0.8430 4.7039 0.1668
H 1.0345 -2.1576 0.7548
H -3.0549 -6.7437 3.3716
H -2.3474 -6.0868 1.8950
H -5.0557 -5.3418 3.0954

## Properties
- Maximum force: 0.65 eV Å⁻¹
- ΔE to the lowest compared entry with this formula, charge and spin: 142.73 kJ/mol
- Structure (SMILES): CCCN1C(=O)c2cc(C(=O)NCc3ccc(OC)cc3)ccc2[C@@H]1O
- HOMO energy: -8.58 eV
- Molecular weight: 354.4 g/mol

---

Below is one molecule with the formula C20H22N2O4, with properties calculated with the ωB97M-V functional and the def2-TZVPD basis.

Geometry (Å):
O 4.7531 0.5497 1.8718
O -7.6906 -1.1940 -0.6602
O 6.0437 -1.4381 -0.7790
O -1.6295 3.0038 0.1255
N 3.7864 -0.3739 0.0106
N -2.3499 1.1526 -0.9468
C 6.0097 -1.0614 0.5886
C -4.3198 0.4164 1.1262
C -6.6016 -0.7024 -0.0049
C 8.0386 -0.2641 -0.4565
C 1.6953 -0.1453 -1.1184
C 0.4251 0.3823 -1.2264
C -8.5888 -2.0121 0.0484
C -3.7321 1.5729 -1.0204
C 4.7816 -0.1853 0.9105
C 6.8993 -0.5255 -1.4412
C -5.7647 0.1199 -0.7607
C -6.2813 -0.9654 1.3213
C -5.1411 -0.4025 1.8736
C 7.3218 -0.3139 0.8969
C -1.3994 1.9009 -0.3330
C -4.6326 0.6836 -0.2037
C 2.5195 0.2029 -0.0481
C 2.0572 1.1065 0.9059
C -0.0475 1.2756 -0.2686
C 0.7897 1.6379 0.7834
H 4.0247 -1.0103 -0.7448
H -9.3755 -2.2683 -0.6595
H 5.9051 -1.9818 1.1750
H 6.3596 0.4068 -1.6634
H -3.4392 0.8590 1.5665
H -8.1065 -2.9302 0.3998
H -6.9053 -1.5988 1.9315
H -0.1816 0.1170 -2.0803
H -3.7543 2.5958 -0.6296
H 2.6952 1.3866 1.7271
H 8.7772 -1.0626 -0.5269
H 7.2173 -0.9908 -2.3741
H 2.0609 -0.8319 -1.8695
H 8.5285 0.6885 -0.6400
H -2.1503 0.1956 -1.1883
H -6.0326 0.3097 -1.7888
H -4.8998 -0.6093 2.9058
H -9.0281 -1.4833 0.9005
H 0.4241 2.3498 1.5076
H 7.0864 0.6827 1.2707
H 7.9096 -0.8303 1.6518
H -4.0575 1.5851 -2.0660

## Properties
- Maximum force: 0.59 eV Å⁻¹
- ΔE to the lowest compared entry with this formula, charge and spin: 166.71 kJ/mol
- Structure (SMILES): COc1cccc(CNC(=O)c2ccc(NC(=O)[C@@H]3CCCO3)cc2)c1
- HOMO energy: -8.52 eV
- Molecular weight: 354.4 g/mol

---

Below is one molecule with the formula C20H22N2O5S in a non-equilibrium geometry, with properties calculated with the ωB97M-V functional and the def2-TZVPD basis.

Geometry (Å):
S 1.2503 -0.6069 1.8758
O 0.9479 -1.6286 2.8289
O 2.0341 0.7278 -4.2145
O -1.0134 -2.6002 0.2376
O 2.5637 -0.0384 1.9346
O -5.0606 -1.3307 1.7535
N 2.9754 1.4822 -4.8264
N 0.1304 0.6311 2.0628
C -5.8620 -1.1759 0.6071
C 3.8738 1.8043 -3.9316
C 1.7394 -0.3159 -0.6956
C 0.3459 -0.8258 -2.5701
C -0.1607 -1.7591 -0.3791
C 5.0572 2.6328 -4.2670
C -3.0469 -1.0205 2.8982
C -3.8086 -0.8002 1.7481
C 3.5286 1.2517 -2.6734
C -0.6252 -3.3713 1.3601
C 1.4852 -0.1976 -2.0568
C 2.3555 0.5796 -2.9132
C -0.4378 -1.5953 -1.7484
C 1.4069 2.6719 2.4649
C -1.9610 0.4107 0.7995
C -3.2555 -0.0706 0.7023
C 0.4939 1.9209 1.5034
C 0.9329 -1.0628 0.1509
C -1.2034 0.1872 1.9419
C -1.7631 -0.5317 2.9957
H -3.4898 -1.5830 3.7045
H 2.5916 0.1723 -0.2516
H 5.0699 3.5329 -3.6546
H -1.3012 -2.1150 -2.1331
H -1.2234 -4.2815 1.3023
H -6.7959 -1.6897 0.8296
H 0.1067 -0.7188 -3.6166
H 2.3208 2.1072 2.6191
H -1.1682 -0.7081 3.8770
H -3.8116 0.1205 -0.2015
H 5.9710 2.0748 -4.0697
H -0.8330 -2.8508 2.2941
H 0.9905 1.7959 0.5321
H 0.4364 -3.6196 1.3248
H -5.3973 -1.6338 -0.2717
H 1.6503 3.6488 2.0542
H -1.5420 0.9597 -0.0315
H 0.9092 2.8019 3.4221
H -6.0712 -0.1212 0.4010
H -0.4264 2.4902 1.3509
H 4.0682 1.3396 -1.7547
H 5.0226 2.9092 -5.3164

## Properties
- Maximum force: 1.34 eV Å⁻¹
- ΔE to the lowest compared entry with this formula, charge and spin: 376.74 kJ/mol
- Structure (SMILES): CCN(c1ccc(OC)cc1)S(=O)(=O)c1cc(-c2cc(C)no2)ccc1OC
- HOMO energy: -8.44 eV
- Molecular weight: 402.5 g/mol

---

Below is C20H22N2O5S as an isolated structure in a non-equilibrium geometry, with properties calculated with the ωB97M-V functional and the def2-TZVPD basis.

Geometry (Å):
S -0.0690 -2.7515 0.2391
O -1.5724 4.3274 2.2748
O -1.3084 3.8113 -1.0914
O -1.7243 -3.1352 -0.2665
O -3.5203 4.9706 1.0549
O 0.2680 -3.3889 1.5706
N 0.9170 -3.1156 -0.8876
N 0.6183 3.1379 0.2263
C 0.0132 -6.1470 0.0046
C 0.0303 -0.9619 0.2991
C -0.9437 6.5026 -0.1633
C 1.4075 3.2200 1.3155
C -1.5868 6.5707 1.1235
C 0.9070 1.0504 0.8691
C 1.9747 1.7771 1.7037
C -0.8748 1.1489 -0.6669
C 0.2637 5.5531 0.0518
C 0.9584 -0.4672 1.0286
C -0.5674 -7.8793 -1.7697
C 0.0289 1.7310 0.2171
C -0.4697 4.0173 -0.2499
C -0.9814 -0.3353 -0.3942
C 0.6859 -7.4184 -2.6331
C 1.4376 -6.2473 -2.3065
C -0.6358 -7.1873 -0.7676
C 1.7730 -4.3114 -0.8707
C 0.9896 -5.5674 -1.0775
C -2.2231 5.2452 1.5865
H 1.0781 3.6381 2.3262
H 0.3196 -3.1611 -1.9234
H 2.1187 -5.9479 -2.9382
H -1.7532 -0.5929 -1.0234
H 1.5427 -0.9682 1.5199
H -0.6067 7.3688 -0.1814
H -1.0785 6.8137 2.1336
H 1.9724 1.4984 2.7958
H 2.1284 -4.3218 0.3503
H -0.2071 -5.6088 0.6779
H -0.8462 -8.7286 -1.8856
H 0.6011 5.6065 0.9247
H -2.5259 7.0290 1.2851
H -1.4955 1.8218 -1.0437
H -1.5814 6.1892 -0.9851
H 0.7652 -8.0804 -3.3628
H -1.5223 -7.7726 0.1194
H 3.0423 1.6240 1.0960
H 2.1627 3.8888 0.5828
H 2.6032 -4.2740 -1.4302
H -3.6133 3.9471 1.1776
H 1.0994 5.8813 -0.6358

## Properties
- Maximum force: 19.97 eV Å⁻¹
- ΔE to the lowest compared entry with this formula, charge and spin: 1981.91 kJ/mol
- HOMO energy: -8.70 eV
- Molecular weight: 402.5 g/mol

---

- Which formula does entry 5 have?
  C20H22N2O5S

---

- Among the records above, which one has the lowest molecular weight?
  C20H22N2O2

---

- What is the HOMO energy in the second record?
  -8.58 eV

---

- molecular weight of number 5 (C20H22N2O5S)?
  402.5 g/mol